# 1
C30H45ClF3N2O6PS | the ωB97M-V functional and the def2-TZVPD basis

Geometry as ORCA input:
```
! wB97M-V def2-TZVPD RIJCOSX def2/J DEFGRID3
* xyz 0 1
C -2.21099 3.80556 4.74540
C -2.29835 2.96283 3.89755
C -2.37409 1.99485 2.79229
C -1.90336 2.54955 1.42493
C -2.97885 2.49558 0.30405
C -4.41917 2.75220 0.78382
C -4.74913 3.87803 1.76483
O -5.73721 3.81539 2.42121
Cl -3.68555 5.27386 1.98602
C -2.56519 3.29216 -0.97756
P -3.73506 4.80275 -1.34071
C -4.97323 4.23742 -2.56807
O -2.75636 5.76857 -2.24246
C -2.60164 2.36202 -2.19849
F -3.79719 1.76018 -2.27401
F -2.39778 3.04929 -3.33356
F -1.69719 1.37860 -2.19176
O -1.32152 3.96564 -0.84357
S 0.01876 3.22552 -0.30535
O 0.64796 2.58394 -1.42266
O 0.75535 4.26589 0.34225
C -0.49798 1.98773 0.97018
C 0.44142 2.11113 2.18866
C 1.98162 2.26152 2.13929
C 2.83856 2.11310 0.86823
C 3.96239 1.06313 1.06285
C 4.52830 0.47541 -0.24648
C 4.71511 -1.04397 -0.13756
C 5.01488 -1.73244 -1.48227
C 3.80738 -2.45153 -2.08398
C 3.12200 -3.43746 -1.11197
C 2.53232 -4.64265 -1.84829
C 2.07831 -5.77757 -0.91662
C 1.13110 -5.34347 0.21142
N -0.25107 -5.77418 0.01975
C -1.30803 -4.92271 -0.07498
C -2.45184 -5.68321 -0.21960
C -2.05326 -7.03780 -0.20864
C -0.68090 -7.06258 -0.05608
N -0.64323 0.69016 0.32377
C -1.42526 -0.30105 1.08551
C 0.58831 0.00145 -0.03596
C 0.90715 -0.22353 -1.49146
O 1.28871 -0.48762 0.81390
H -2.27881 4.61992 5.42666
H -1.79153 1.13525 3.11707
H -3.40013 1.62311 2.77771
H -1.68991 3.60903 1.59093
H -2.98914 1.45954 -0.04104
H -4.74266 1.85936 1.31842
H -5.10145 2.80856 -0.06393
H -4.64249 3.58170 -3.37137
H -5.79057 3.73095 -2.04944
H -5.40040 5.14174 -3.00186
H -2.19506 5.25764 -2.84312
H 0.20794 1.23940 2.80146
H 0.06961 2.95910 2.76349
H 2.38965 1.56740 2.87701
H 2.21797 3.23912 2.56195
H 2.32510 1.86091 -0.05459
H 3.34501 3.06003 0.67810
H 4.77802 1.51712 1.63147
H 3.58634 0.24456 1.68106
H 5.51908 0.91169 -0.40900
H 3.92472 0.73118 -1.11955
H 3.80234 -1.44275 0.31311
H 5.50727 -1.25060 0.58639
H 5.85877 -2.41730 -1.38021
H 5.32743 -0.95628 -2.18843
H 4.14796 -3.02323 -2.95325
H 3.09421 -1.71859 -2.46458
H 3.84181 -3.73015 -0.34270
H 2.31840 -2.88770 -0.61585
H 3.29781 -5.03032 -2.52180
H 1.66645 -4.30015 -2.42317
H 1.65005 -6.59396 -1.49813
H 2.98060 -6.18847 -0.45164
H 1.10831 -4.26624 0.34903
H 1.48632 -5.76901 1.15278
H -1.22935 -3.85067 -0.02881
H -3.46022 -5.31710 -0.31880
H -2.68017 -7.91127 -0.28040
H -0.01236 -7.90375 -0.00166
H -1.00905 -0.49860 2.07746
H -1.40251 -1.23815 0.53067
H -2.46738 -0.01079 1.19580
H 1.00969 -1.29755 -1.64582
H 1.83636 0.28422 -1.73836
H 0.13979 0.15938 -2.15692
*
```

- Calculated total energy: -87901.17844 eV
- SMILES string: C#CC[C@@H]1[C@@H](CC(=O)Cl)[C@](P(C)O)(C(F)(F)F)OS(=O)(=O)[C@]1(CCCCCCCCCCCCn1cccc1)N(C)C(C)=O
- LUMO energy: 0.3 eV
- Largest force on an atom: 1.5 eV Å⁻¹

=====

# 2
C30H45ClO2P2Ru | the ωB97M-V functional and the def2-TZVPD basis

Geometry as ORCA input:
```
! wB97M-V def2-TZVPD RIJCOSX def2/J DEFGRID3
* xyz 1 6
Ru -3.59719 -0.55404 -2.57904
C 1.91578 0.01553 -0.74599
C 1.21540 1.24057 -0.95178
C 1.09900 0.71036 1.28572
C 1.83911 -0.30878 0.63659
C 0.70496 1.66383 0.30726
C 2.61964 -0.82170 -1.73008
H 2.52489 -0.43026 -2.74758
H 2.21365 -1.84655 -1.71177
H 3.69153 -0.89980 -1.49195
C 2.42755 -1.48939 1.28217
H 3.19939 -1.93170 0.64671
H 1.66808 -2.26443 1.47676
H 2.88099 -1.21467 2.24206
C 0.88151 0.80953 2.73440
H 1.76417 1.23588 3.22887
H 0.70277 -0.17415 3.17976
H 0.02847 1.45017 2.97327
C -0.08636 2.87700 0.57828
H 0.55305 3.69334 0.95194
H -0.84314 2.67066 1.34676
H -0.59819 3.23727 -0.32141
C 1.01937 1.96440 -2.22400
H 1.61969 2.88396 -2.28643
H -0.03148 2.26320 -2.33829
H 1.28389 1.34888 -3.08669
C -4.42938 -2.28678 -3.11111
C -3.27781 -2.04964 -3.92617
C -3.45207 -1.54607 -5.32935
C -4.25211 -0.21894 -5.37205
C -4.22520 0.55201 -4.07398
C -5.27260 0.43416 -3.08707
C -6.35113 -0.60046 -3.13347
C -5.83959 -2.00282 -3.56628
H -3.90923 -2.31342 -5.97778
H -5.28043 -0.39404 -5.71221
H -2.46212 -1.34263 -5.77022
H -5.97257 -2.14794 -4.64780
H -4.33010 -3.08209 -2.36384
H -2.40158 -2.80351 -3.81156
H -6.47472 -2.75157 -3.07111
H -6.78143 -0.71237 -2.12588
H -5.54808 1.37415 -2.60638
H -7.18565 -0.24477 -3.75443
H -3.79253 0.43553 -6.12443
H -3.75975 1.54110 -4.14737
P -1.03136 -2.56996 -2.68502
C -0.37302 -4.07736 -1.98371
C -0.07548 -1.29654 -3.49633
P -2.85241 1.27171 -1.10359
C -2.02409 -1.64403 -1.52047
C -3.33195 2.95211 -1.63469
C -3.90941 1.09851 0.36921
H -0.18651 -3.94391 -0.90513
H 0.54715 -4.38499 -2.49750
H -1.11428 -4.88417 -2.11723
H -0.60917 -0.93027 -4.38518
H 0.90563 -1.68414 -3.79930
H 0.03876 -0.45891 -2.79306
H -4.91041 0.76419 0.04974
H -3.96396 2.07026 0.88489
H -3.44419 0.34271 1.02563
H -1.37722 -1.05080 -0.84993
H -2.62845 -2.36142 -0.94498
H -3.02988 3.64600 -0.83202
H -4.41804 2.99716 -1.80588
H -2.79203 3.20225 -2.56248
Cl -1.65607 -2.88275 7.67215
C -1.49481 -2.65538 5.98730
C -0.95209 -3.67526 5.18847
C -0.81212 -3.47393 3.81442
C -1.21951 -2.26546 3.22331
C -1.76977 -1.25411 4.02868
C -1.90880 -1.43823 5.40861
C -1.04117 -2.07225 1.73037
O -0.47828 -3.02233 1.10584
O -1.47864 -0.97535 1.27475
H -0.64295 -4.60818 5.64488
H -0.39212 -4.25213 3.18510
H -2.08941 -0.32034 3.55847
H -2.32883 -0.65269 6.03072
*
```

- Calculated total energy: -69604.08995 eV
- LUMO energy (alpha / beta): -2.4 / -5.2 eV
- Largest force on an atom: 6.4 eV Å⁻¹
- Expectation value of S²: 8.7820
- Relative energy (zero: lowest compared OMol25 entry of this formula, charge and spin): 0.650 eV

=====

# 3
C30H45ClO2P2V | the ωB97M-V functional and the def2-TZVPD basis

Geometry as ORCA input:
```
! wB97M-V def2-TZVPD RIJCOSX def2/J DEFGRID3
* xyz 1 3
V 0.04545 -1.01606 1.71870
C -0.89166 -2.67692 2.58382
C 0.42468 -3.02287 2.12333
C 0.63124 -1.34700 3.73057
C -0.76344 -1.64083 3.57552
C 1.36562 -2.20361 2.83711
C -2.17628 -3.25641 2.11411
H -2.08572 -3.65463 1.09780
H -2.98285 -2.51229 2.13894
H -2.48804 -4.08547 2.76432
C -1.87681 -0.97913 4.30320
H -2.83974 -1.20724 3.83766
H -1.76523 0.11179 4.27603
H -1.92092 -1.29061 5.35603
C 1.22416 -0.34515 4.65561
H 1.40032 -0.76434 5.65683
H 0.56376 0.52084 4.77557
H 2.18231 0.02849 4.27742
C 2.84304 -2.20206 2.67467
H 3.32712 -2.84559 3.42282
H 3.26051 -1.19580 2.80456
H 3.13618 -2.57349 1.68753
C 0.76420 -4.04428 1.10013
H 1.00223 -4.99785 1.58856
H 1.64696 -3.74940 0.52062
H -0.07860 -4.22475 0.42446
C -1.74746 0.67060 -5.16027
C -1.81656 -0.66178 -5.16391
C -1.01103 -1.61788 -5.99470
C 0.35678 -1.10235 -6.50092
C 1.28804 -0.62831 -5.42229
C 1.35481 0.59351 -4.86812
C 0.55253 1.80529 -5.23776
C -0.80392 1.54908 -5.93426
H -1.59582 -1.93681 -6.87618
H 0.19010 -0.34796 -7.27813
H -0.84714 -2.53700 -5.40973
H -0.62259 1.18090 -6.95052
H -2.49625 1.22753 -4.57749
H -2.62065 -1.14112 -4.59069
H -1.28958 2.53172 -6.05672
H 0.37468 2.39528 -4.32423
H 2.14806 0.78702 -4.13910
H 1.14704 2.46378 -5.89621
H 0.84569 -1.95036 -7.00965
H 2.02850 -1.37480 -5.11003
P -1.26867 -0.53896 -0.44716
C -2.82870 0.39459 -0.42866
C -1.47342 -1.89552 -1.64713
P 1.57701 0.02318 -0.15451
C 0.08495 0.52040 -1.14603
C 2.52172 -1.10489 -1.22737
C 2.64095 1.48467 0.10043
H -2.77297 1.13549 0.38412
H -3.65192 -0.29632 -0.19454
H -3.01512 0.88648 -1.39453
H -1.58589 -1.51929 -2.67489
H -2.35807 -2.48146 -1.36297
H -0.59996 -2.55867 -1.59521
H 2.89203 1.98758 -0.84252
H 3.55312 1.17284 0.62736
H 2.09982 2.17499 0.76031
H -0.14374 1.57157 -0.91932
H 0.22734 0.36539 -2.22686
H 3.48794 -1.30257 -0.74144
H 2.67207 -0.66018 -2.22077
H 1.98104 -2.05585 -1.32015
Cl 0.36808 6.91400 5.95656
C 0.07427 5.50966 5.02251
C -1.23790 5.16727 4.66668
C -1.47494 4.03647 3.87771
C -0.40804 3.27212 3.39059
C 0.90214 3.58192 3.79933
C 1.14689 4.71104 4.59058
C -0.67507 2.07324 2.50137
O -1.83670 1.59592 2.38738
O 0.38194 1.61455 1.91974
H -2.06485 5.78396 5.00392
H -2.49996 3.75863 3.63710
H 1.74533 2.95485 3.50052
H 2.15555 4.99125 4.87286
*
```

- Calculated total energy: -92717.51579 eV
- LUMO energy (alpha / beta): -4.3 / -3.5 eV
- Largest force on an atom: 6.0 eV Å⁻¹
- Expectation value of S²: 2.0283
- Relative energy (zero: lowest compared OMol25 entry of this formula, charge and spin): 0.000 eV